Entry from the OMol25 dataset: 8 unconnected molecules or ions with the total composition C4H24N2O8 (wB97M-V/def2-TZVPD).

Summary:
SMILES: CCCNC(N)=O.O.O.O.O.O.O.O
E_HOMO (eV): -10.03

```
! wB97M-V def2-TZVPD RIJCOSX def2/J DEFGRID3
* xyz 0 1
C -1.48717 1.60356 0.18488
N -0.23978 0.85187 -0.03900
C 0.26426 -0.05804 0.84585
N -0.57671 -0.87433 1.61030
O 1.46241 -0.31042 0.84647
C -2.59723 1.37075 -0.81010
C -3.79938 2.29144 -0.57965
H -1.15384 2.54735 -0.16773
H -1.79669 1.55717 1.23650
H 0.43217 1.41044 -0.63910
H -1.41038 -0.44539 1.98766
H -0.03114 -1.54336 2.19821
H -2.24233 1.51813 -1.85517
H -2.73909 0.23258 -0.68971
H -4.71130 1.85938 -0.99977
H -4.02098 2.59039 0.46483
H -3.51267 3.19960 -1.15001
H -0.22339 -1.99646 4.72068
H -0.91650 -0.62773 5.01436
O -1.03664 -1.49938 4.64357
H 1.60185 1.86633 -3.09445
H 0.86277 3.16981 -2.49951
O 0.76003 2.29790 -2.88224
H 0.41279 -4.11359 1.33186
H -0.33949 -5.34382 0.88927
O 0.49981 -5.14956 1.34921
H 2.48254 0.12095 -0.68024
H 2.42074 1.55042 -0.06590
O 2.58034 1.05927 -0.85322
H 3.51841 2.28974 -2.18449
H 4.72038 1.89318 -1.45773
O 4.48400 2.45065 -2.19240
H -0.97591 -2.48692 -4.42384
H -0.40542 -2.95790 -3.03343
O -0.66630 -3.22841 -3.92355
H 2.35977 -1.84386 1.85191
H 3.49172 -2.68660 2.55273
O 2.52836 -2.56514 2.49296
*
```

Entry from the OMol25 dataset: 8 unconnected molecules or ions with the total composition C4H25N2O7 (wB97M-V/def2-TZVPD).

Summary:
E_HOMO (alpha / beta) (eV): -2.48 / -7.65

```
! wB97M-V def2-TZVPD RIJCOSX def2/J DEFGRID3
* xyz 0 2
C 1.58238 -3.24617 -2.33713
C 0.31194 -3.46527 -1.49776
C -0.41206 -2.21016 -1.07276
C -1.26842 -2.12299 -0.08139
N -1.83274 -0.76448 0.13941
N 2.67846 -3.18490 -1.35673
H 1.56739 -2.25876 -2.83945
H 1.60316 -3.97636 -3.12297
H 0.57520 -4.22892 -0.73536
H -0.40531 -4.09600 -2.03186
H -0.10572 -1.44766 -1.78898
H -1.65793 -2.73601 0.71233
H -2.73418 -0.75238 0.64503
H -1.11997 -0.22677 0.66289
H -1.93343 -0.20610 -0.75304
H 2.80884 -4.09372 -0.92318
H 3.57745 -2.89268 -1.71685
H -2.62071 1.40574 -1.79174
H -3.36361 0.09585 -2.29503
O -2.49097 0.50633 -2.14706
H -0.15112 -1.06142 2.82380
H -0.81591 0.06822 3.77148
O -0.82499 -0.37807 2.92194
H 0.01615 4.72581 -1.25998
H -1.44681 4.30191 -1.65488
O -0.57123 4.52866 -1.98131
H 2.90717 -1.99450 1.89017
H 3.54971 -0.94869 2.78229
O 2.73853 -1.11556 2.27356
H 1.29918 3.15907 -0.42825
H 0.22223 2.49900 -1.29392
O 0.86364 2.32051 -0.59308
H 0.06339 1.49290 2.78436
H -1.07155 2.14222 3.52699
O -0.16339 2.30654 3.26956
H -0.74036 4.54445 1.77508
H 0.28539 3.50085 1.43069
O -0.45950 3.96159 1.05138
*
```

Entry from the OMol25 dataset: 10 unconnected molecules or ions with the total composition C4H25NO11 (wB97M-V/def2-TZVPD).

Summary:
SMILES: CC(=O)NCC=O.O.O.O.O.O.O.O.O.O
E_HOMO (eV): -9.60

```
! wB97M-V def2-TZVPD RIJCOSX def2/J DEFGRID3
* xyz 0 1
C 0.01122 -1.53055 0.65637
C 0.51732 -1.40865 -0.74954
N 1.02978 -0.23677 -1.27155
C 1.45794 0.88370 -0.46036
C 1.10600 2.14909 -1.27599
O 1.19870 3.24395 -0.77527
O 0.51042 -2.42481 -1.42246
H 0.10391 -2.50925 1.13036
H 0.42263 -0.86718 1.41315
H -1.07627 -1.42737 0.67707
H 1.68914 -0.36117 -2.04622
H 1.04137 1.07978 0.51871
H 2.53583 1.06342 -0.45781
H 0.80640 1.96765 -2.31680
H -1.31589 -1.62245 -3.29558
H 0.07885 -1.91584 -3.72109
O -0.79537 -1.79879 -4.10104
H 2.58071 0.97355 2.35232
H 3.33511 -0.24864 2.45914
O 2.79881 0.20993 1.79724
H -0.30527 3.88788 2.45227
H -0.06936 3.27851 1.02666
O -0.58245 3.20178 1.84496
H -2.56680 0.46757 -2.40129
H -1.17332 0.45231 -1.61537
O -1.73868 0.91901 -2.23645
H -2.75772 -1.32928 2.76902
H -2.00999 0.03602 2.87976
O -1.89313 -0.92299 2.84730
H -3.16054 1.22068 0.98842
H -2.13480 2.21057 1.44934
O -2.84548 1.64280 1.79790
H -1.91292 -2.52542 -1.01084
H -3.01811 -2.63579 -1.87573
O -2.23492 -2.06654 -1.80276
H 0.27740 2.03540 3.25289
H 0.31610 0.48942 3.16459
O 0.87103 1.26918 3.24200
H 2.47919 -2.72586 -2.31507
H 3.45227 -2.20560 -1.39053
O 2.97089 -1.91929 -2.17776
*
```

Entry from the OMol25 dataset: 8 unconnected molecules or ions with the total composition C4H25NO7 (wB97M-V/def2-TZVPD).

Summary:
SMILES: CNC(C)C.O.O.O.O.O.O.O
E_HOMO (eV): -9.42

```
! wB97M-V def2-TZVPD RIJCOSX def2/J DEFGRID3
* xyz 0 1
C 0.64742 1.41158 -1.87781
N 1.37342 0.49159 -0.95913
C 1.10483 -1.38473 -2.64399
C 1.06753 -0.94885 -1.21987
C -0.46044 -1.11894 -0.72877
H 1.22989 1.75732 -2.69145
H 0.25857 2.34506 -1.48348
H -0.33985 0.99130 -2.23033
H 2.42537 0.64909 -1.10815
H 1.04902 -2.41574 -2.76203
H 1.89298 -0.87261 -3.20985
H 0.21938 -1.02898 -3.28648
H 1.85711 -1.50105 -0.67639
H -0.76162 -2.15766 -0.42647
H -1.24029 -0.93391 -1.49960
H -0.68164 -0.49257 0.11190
H -1.80870 0.75808 -2.35663
H -3.25044 0.33685 -1.89702
O -2.72229 0.97842 -2.52723
H -2.26194 2.22714 3.67510
H -2.01046 1.16360 2.50951
O -2.65290 1.47775 3.24288
H 3.31729 -0.07035 2.42688
H 4.40115 0.38200 1.32606
O 3.49808 -0.14077 1.36123
H 1.30882 2.15333 2.14618
H 1.11410 0.80676 1.22749
O 0.79328 1.35597 1.97568
H -1.41672 -4.60680 1.04509
H -1.27650 -3.13631 1.25339
O -1.89792 -3.82175 1.45635
H -1.72220 3.77613 0.93890
H -2.95862 3.30537 0.12574
O -2.28669 3.95575 0.19529
H 0.23223 -1.98102 3.40700
H 1.19834 -1.43506 2.54671
O 0.76042 -2.27596 2.61332
*
```

F_max? In order: 3.5, 5.9, 3.3, 5.0 eV/A.